Record 1
69
Properties=species:S:1:pos:R:3:forces:R:3 method="wB97M-V/def2-TZVPD" multiplicity=2 total_charge=-1 e_tot_ha=-6138.241439 homo_lumo_gap_ev="6.48 / 6.16" homo_energy_ha="-0.15911 / -0.14712"
Mn 0.2416 -0.3858 -0.8541 -1.4 -0.2 0.7
O -0.0929 -1.8201 -3.9310 0.0 0.0 -0.1
As -0.3884 -2.9418 -2.6063 -0.6 0.1 0.0
O -1.3930 -4.0900 -3.2185 0.2 0.1 0.3
O -0.8462 -2.0697 -1.2421 0.5 0.3 -0.3
C 1.3079 -3.7722 -2.1407 0.1 0.1 0.2
C 1.2770 -5.1605 -2.2305 0.1 0.0 -0.1
C 2.3345 -5.9248 -1.7623 0.0 0.0 0.0
C 3.4372 -5.3105 -1.1883 0.0 0.0 0.0
C 3.4871 -3.9299 -1.0887 -0.2 0.1 -0.2
C 2.4239 -3.1622 -1.5616 0.0 -0.2 0.0
S 2.5905 -1.4066 -1.3040 0.2 0.1 0.1
O 3.9827 -1.1009 -1.4581 0.1 0.0 0.0
O 2.0369 -1.1528 0.0531 0.2 -0.2 -0.3
O 1.6892 -0.7113 -2.2627 0.2 -0.1 0.1
H -0.7409 -2.0828 -4.5977 0.0 0.0 -0.1
H 0.3970 -5.6160 -2.6682 0.0 0.0 0.0
H 2.2959 -7.0048 -1.8405 0.0 0.0 0.0
H 4.2632 -5.9073 -0.8196 0.0 0.0 0.0
H 4.3458 -3.4297 -0.6619 0.0 0.0 0.0
N -0.3442 -0.0145 1.1045 1.4 0.0 -0.3
S -1.4329 -0.1327 2.2011 -1.1 -0.1 0.1
C -1.1277 1.1504 3.4185 0.1 -0.1 -0.1
C -0.4978 2.2972 2.9700 0.1 0.2 0.0
C -0.2859 3.3401 3.8667 0.0 0.0 -0.1
C -0.7096 3.2273 5.1809 0.0 0.0 0.0
C -1.3609 2.0758 5.6104 0.0 -0.1 -0.1
C -1.5787 1.0304 4.7250 -0.1 0.0 0.2
C -1.0723 -1.5851 3.1808 0.0 0.2 -0.1
C -1.8832 -2.6848 2.9854 -0.2 -0.3 0.0
C -1.5486 -3.8941 3.5872 -0.1 0.1 -0.1
C -0.4077 -3.9839 4.3643 0.1 0.0 0.1
C 0.4045 -2.8708 4.5506 0.0 0.1 0.0
C 0.0742 -1.6643 3.9534 0.2 -0.1 0.2
H 0.5729 -0.1546 1.5405 0.0 0.1 -0.1
H -0.1793 2.3738 1.9347 0.0 0.0 0.1
H 0.2084 4.2387 3.5188 0.0 0.0 0.0
H -0.5330 4.0381 5.8774 0.0 0.0 0.0
H -1.6997 1.9910 6.6355 0.0 0.0 0.0
H -2.0825 0.1272 5.0535 0.1 0.1 0.0
H -2.7579 -2.6032 2.3487 0.1 0.0 0.0
H -2.1725 -4.7647 3.4301 0.0 0.0 0.0
H -0.1393 -4.9288 4.8203 0.0 0.0 0.0
H 1.3035 -2.9452 5.1492 0.0 0.0 0.0
H 0.7082 -0.7930 4.0859 0.0 -0.1 0.0
C -1.0420 2.5093 -6.2126 0.0 0.0 0.1
C 0.1096 2.1122 -5.5404 0.0 0.0 0.0
C 0.0512 1.7734 -4.1938 0.0 0.0 -0.1
C -1.1464 1.8322 -3.4720 -0.1 0.1 -0.1
C -2.2911 2.2296 -4.1720 0.0 0.0 -0.1
C -2.2474 2.5628 -5.5242 0.0 0.0 0.1
Si -1.1799 1.3495 -1.6191 0.3 0.0 -0.5
C -0.4895 2.9385 -0.7717 0.0 0.2 0.1
C -1.3007 3.9729 -0.2854 0.1 0.0 0.1
C -0.7677 5.0781 0.3751 0.0 -0.1 0.0
C 0.6068 5.1846 0.5607 0.0 0.0 0.0
C 1.4383 4.1769 0.0853 -0.1 -0.1 0.0
C 0.8901 3.0729 -0.5623 -0.1 0.1 0.1
H -1.0012 2.7652 -7.2657 0.0 0.0 0.0
H 1.0535 2.0513 -6.0721 0.0 0.0 0.0
H 0.9540 1.4277 -3.6981 0.0 0.0 0.0
H -3.2411 2.2779 -3.6454 0.1 0.0 0.0
H -3.1535 2.8653 -6.0404 0.0 0.0 0.0
H -2.6456 1.5776 -1.3518 -0.1 -0.1 0.2
H -2.3771 3.9013 -0.4205 0.1 0.0 0.0
H -1.4244 5.8603 0.7442 0.0 0.0 0.0
H 1.0266 6.0485 1.0656 0.0 0.0 0.0
H 2.5126 4.2505 0.2206 0.0 0.0 0.0
H 1.5582 2.2911 -0.9137 0.0 0.0 0.0

---

Record 2
66
Properties=species:S:1:pos:R:3:forces:R:3 method="wB97M-V/def2-TZVPD" e_tot_ha=-4401.742225 e_above_lowest_kj_mol=8.2 homo_lumo_gap_ev=7.17 homo_energy_ha=-0.26080
Sr -0.7041 -0.3485 2.2701 -0.4 -0.2 -0.4
Br -1.3823 -3.6182 -5.4879 0.0 0.0 0.0
C -1.4625 -4.8386 -4.0356 0.0 0.0 0.0
C -0.4668 -4.8042 -3.0724 0.0 0.0 0.0
C -0.5384 -5.6706 -1.9966 0.0 0.0 0.0
C -1.5980 -6.5654 -1.8911 0.0 0.0 0.0
C -2.5575 -6.6270 -2.8890 0.0 0.0 0.0
C -2.5053 -5.7457 -3.9589 0.0 0.0 0.0
N -1.6153 -7.5264 -0.8164 0.0 0.0 -0.1
N -1.6584 -7.1440 0.3602 0.0 0.0 0.1
C -1.8902 -5.7562 0.6424 0.0 0.0 0.0
C -3.0368 -5.1208 0.2346 0.0 0.0 0.0
C -3.2760 -3.7759 0.5297 0.1 -0.1 -0.1
C -2.3342 -2.9960 1.1997 -0.2 0.1 0.0
O -2.5056 -1.7392 1.4293 0.2 0.2 0.2
C -1.1274 -3.6693 1.6412 0.0 -0.1 0.0
N -0.1956 -2.9189 2.2906 0.1 0.0 0.1
C 0.8933 -3.4989 2.7439 0.0 0.0 0.0
C 1.1538 -4.8714 2.5810 0.0 0.0 0.0
C 0.2500 -5.6388 1.9049 0.0 0.0 0.0
C -0.9353 -5.0490 1.4082 0.0 0.0 0.0
H 0.3499 -4.1007 -3.1545 0.0 0.0 0.0
H 0.2253 -5.6441 -1.2303 0.0 0.0 0.0
H -3.3582 -7.3515 -2.8132 0.0 0.0 0.0
H -3.2669 -5.7662 -4.7258 0.0 0.0 0.0
H -3.7799 -5.6802 -0.3204 0.0 0.0 0.0
H -4.1989 -3.3020 0.2212 0.0 0.0 0.0
H 1.5946 -2.8589 3.2717 0.0 0.0 0.0
H 2.0615 -5.2947 2.9883 0.0 0.0 0.0
H 0.4195 -6.6971 1.7495 0.0 0.0 0.0
O 1.2608 0.9727 1.2886 0.0 0.1 0.0
C 1.9380 0.6690 0.0856 0.0 0.0 0.0
C 0.9858 -0.0036 -0.8759 0.0 0.0 0.0
C 1.3611 -0.2093 -2.1976 0.0 0.0 0.0
C 0.4792 -0.8490 -3.0507 0.0 0.0 0.0
C -0.7535 -1.2557 -2.5621 0.0 0.0 0.1
C -1.0461 -1.0110 -1.2331 0.0 0.0 0.0
N -0.1943 -0.3988 -0.4006 0.0 0.0 0.0
H 1.8597 1.0230 2.0616 0.0 0.0 0.0
H 2.7802 -0.0042 0.2779 0.0 0.0 0.0
H 2.3360 1.5801 -0.3694 0.0 0.0 0.0
H 2.3289 0.1295 -2.5451 0.0 0.0 0.0
H 0.7445 -1.0282 -4.0852 0.0 0.0 0.0
H -1.4699 -1.7601 -3.1952 0.0 0.0 0.0
H -1.9882 -1.3145 -0.7930 0.0 0.0 0.0
C -4.6340 1.0040 3.5966 0.0 0.0 0.0
C -3.1991 0.9577 4.0407 0.0 0.0 0.0
C -2.3205 2.0073 3.8005 0.0 0.0 0.0
C -0.9693 1.9427 4.1525 0.1 0.1 0.0
C -0.0815 3.1121 3.8174 0.0 0.0 0.0
C -0.4594 0.7739 4.7481 0.0 -0.1 0.0
Te 1.6174 0.3219 4.6527 0.2 0.0 0.2
C -1.3692 -0.2479 5.1093 0.0 0.0 0.0
C -0.9134 -1.5042 5.8031 -0.1 0.0 0.0
C -2.7060 -0.1446 4.7354 0.0 0.0 0.0
H -4.8142 1.8473 2.9307 0.0 0.0 0.0
H -5.3045 1.1030 4.4524 0.0 0.0 0.0
H -4.8967 0.0866 3.0682 0.0 0.0 0.0
H -2.6907 2.9034 3.3120 0.0 0.0 0.0
H -0.6834 4.0075 3.6568 0.0 0.0 0.0
H 0.5085 2.9333 2.9152 0.0 0.0 0.0
H 0.6289 3.2946 4.6228 0.0 0.0 0.0
H -0.3960 -2.1736 5.1112 0.0 0.0 0.0
H -1.7687 -2.0353 6.2209 0.0 0.0 0.0
H -0.2066 -1.2712 6.5980 0.0 0.0 0.0
H -3.3772 -0.9670 4.9599 0.0 0.0 0.0

---

Record 3
73
Properties=species:S:1:pos:R:3:forces:R:3 method="wB97M-V/def2-TZVPD" total_charge=+2 e_tot_ha=-4498.681806 e_above_lowest_kj_mol=0.0 homo_lumo_gap_ev=5.51 homo_energy_ha=-0.47216
Pd 1.3247 0.2230 -1.0660 0.9 0.5 0.0
N 5.4307 1.0139 -1.4374 0.0 0.0 0.0
C 4.1168 1.0173 -1.3006 0.0 0.1 0.0
O 3.4966 0.0014 -0.9244 -0.1 -0.1 0.0
C 3.3147 2.2557 -1.5548 0.0 0.0 0.0
C 1.9560 1.8682 -2.0927 -0.2 0.1 0.0
H 5.9490 0.1770 -1.2129 0.0 0.0 0.0
H 5.9380 1.8344 -1.7238 0.0 0.0 0.0
H 3.7858 2.9538 -2.2525 0.0 0.0 0.0
H 3.2125 2.7713 -0.5979 0.0 0.0 0.0
H 1.9721 1.4651 -3.1025 0.1 0.0 -0.1
H 1.2285 2.6639 -1.9732 0.0 0.0 -0.1
Cl -7.1097 4.5075 3.7553 0.0 0.0 0.0
C -5.6518 3.5959 3.6239 0.0 0.0 0.0
C -5.3438 2.9571 2.4346 0.0 0.0 0.0
C -4.1673 2.2309 2.3548 0.0 0.0 0.0
C -3.2889 2.1275 3.4286 0.0 0.0 0.0
C -2.0254 1.3120 3.2636 -0.2 0.0 0.0
C -0.7486 2.1506 3.4222 0.0 0.1 0.0
N 0.3019 1.6735 2.5165 0.1 0.0 0.1
C 1.3419 0.8329 2.8425 0.0 0.0 0.0
C 1.9913 0.5520 1.6877 0.1 0.2 0.0
N 1.3624 1.2407 0.6555 -0.4 -0.3 0.5
C 0.3280 1.8781 1.2070 0.1 0.2 -0.2
O -1.9616 0.2382 4.1793 0.3 -0.1 0.0
C -2.2679 -1.0572 3.6677 -0.2 0.0 0.0
C -1.0273 -1.8447 3.3636 0.1 0.0 0.0
C -0.4447 -2.0409 2.1459 -0.1 0.1 0.0
Cl -0.9999 -1.3990 0.6326 0.0 -0.1 0.2
S 0.9760 -2.9969 2.2070 0.0 0.0 0.0
C 0.8169 -3.1586 3.9052 0.0 0.0 0.0
C -0.2736 -2.5072 4.3806 0.0 0.0 0.0
C -3.6331 2.7857 4.6080 0.0 0.0 0.0
Cl -2.5883 2.7307 5.9934 0.0 0.0 0.0
C -4.8034 3.5155 4.7178 0.0 0.0 0.0
H -6.0205 3.0216 1.5948 0.0 0.0 0.0
H -3.9296 1.7149 1.4305 0.0 0.0 0.0
H -2.0453 0.9155 2.2415 0.1 0.0 0.0
H -0.3748 2.0535 4.4371 0.0 0.0 0.0
H -0.9265 3.2056 3.2200 0.0 0.0 -0.1
H 1.5173 0.5125 3.8551 0.0 0.0 0.0
H 2.8536 -0.0664 1.5097 0.0 -0.1 0.0
H -0.3792 2.4997 0.6826 0.0 -0.1 0.0
H -2.9270 -0.9894 2.7983 0.0 0.0 0.0
H -2.8198 -1.5643 4.4585 0.0 0.0 0.0
H 1.5350 -3.7443 4.4565 0.0 0.0 0.0
H -0.5578 -2.4970 5.4235 0.0 0.0 0.0
H -5.0494 4.0175 5.6423 0.0 0.0 0.0
S -0.8023 0.8689 -1.5864 -0.2 0.2 0.0
C -0.8352 1.1709 -3.3179 0.0 -0.2 0.2
N -0.3241 0.2631 -4.1805 0.2 -0.1 0.1
C -0.4435 0.4133 -5.5091 0.0 0.0 0.0
C -1.1256 1.4983 -5.9986 0.0 -0.1 0.0
C -1.6342 2.3911 -5.0605 0.0 0.0 0.1
N -1.4757 2.2367 -3.7451 -0.1 0.0 -0.1
H 0.1941 -0.5371 -3.7698 0.0 0.1 0.0
H 0.0074 -0.3520 -6.1259 0.0 0.0 0.0
H -1.2583 1.6453 -7.0595 0.0 0.0 0.0
H -2.1806 3.2737 -5.3718 0.0 0.0 0.0
Cl 2.2260 -7.3813 -4.6814 0.0 0.0 0.0
C 2.0689 -5.8769 -3.8656 0.0 0.0 0.0
C 1.4232 -4.8225 -4.5029 0.0 0.0 0.0
C 1.3027 -3.6144 -3.8457 0.0 0.0 0.0
C 1.8131 -3.4585 -2.5586 0.0 0.0 0.0
C 2.4499 -4.5273 -1.9298 0.0 0.0 0.0
C 2.5849 -5.7369 -2.5832 0.0 0.0 0.0
C 1.6861 -2.2017 -1.8170 -0.2 0.3 -0.2
O 1.9360 -2.0543 -0.6249 -0.4 -0.3 -0.1
O 1.2660 -1.1172 -2.4983 0.3 -0.5 -0.5
H 1.0241 -4.9634 -5.4971 0.0 0.0 0.0
H 0.7938 -2.7952 -4.3361 0.0 0.0 0.0
H 2.8380 -4.3984 -0.9284 0.0 0.0 0.0
H 3.0807 -6.5731 -2.1112 0.0 0.0 0.0

---

Record 4
72
Properties=species:S:1:pos:R:3:forces:R:3 method="wB97M-V/def2-TZVPD" multiplicity=3 total_charge=+1 e_tot_ha=-4531.512042 e_above_lowest_kj_mol=30.2 homo_lumo_gap_ev="8.11 / 8.17" homo_energy_ha="-0.37776 / -0.38000"
Pr 0.1561 0.1194 0.1721 0.5 0.1 -0.3
C 4.6343 0.3890 2.4712 0.1 -0.1 -0.2
O 4.7300 -0.0406 1.0912 0.2 0.0 0.2
C 3.5974 -0.1558 0.4376 -0.5 0.1 0.1
O 2.4888 0.0352 0.9397 0.5 0.0 0.1
N 3.7814 -0.5166 -0.8452 0.0 0.0 -0.1
N 2.6539 -0.6572 -1.6520 -0.1 0.0 -0.1
H 5.6603 0.4348 2.8159 0.0 0.0 0.0
H 4.0675 -0.3358 3.0486 0.0 0.0 0.0
H 4.1639 1.3665 2.5184 0.0 0.0 0.0
H 4.7111 -0.7296 -1.1740 0.0 0.0 0.0
H 2.4894 -1.6355 -1.8608 -0.1 0.0 0.0
H 2.7815 -0.1394 -2.5144 0.0 0.0 0.0
Cl 0.3838 -1.2421 3.0378 -0.3 -0.1 0.0
C -1.0972 -1.9788 2.3640 0.3 -0.1 0.3
C -1.5118 -1.5022 1.1448 -0.3 0.1 -0.1
C -2.7184 -1.9964 0.7008 -0.4 -0.3 -0.1
Cl -3.4255 -1.3496 -0.7817 0.3 0.0 0.2
C -3.4379 -2.9788 1.3889 0.0 0.1 0.0
Cl -4.9147 -3.5957 0.7709 -0.1 0.0 0.0
C -2.9415 -3.4597 2.6039 0.0 0.0 0.0
Cl -3.7963 -4.6631 3.4736 0.0 0.0 0.0
C -1.7535 -2.9404 3.1186 0.1 0.1 0.0
Cl -1.1317 -3.4649 4.6313 -0.1 -0.1 0.0
N 0.4612 3.8467 2.0498 0.0 -0.2 0.0
C -0.6969 3.1625 2.4158 0.3 0.1 0.0
C -1.5785 3.8892 3.2288 0.0 0.1 0.0
C -2.7349 3.3007 3.6653 -0.2 0.0 0.1
C -3.0041 1.9877 3.2891 0.0 0.1 0.0
C -2.0798 1.3516 2.5041 0.1 0.0 -0.1
N -0.9234 1.9036 2.0571 -0.2 -0.3 -0.1
C 1.3906 3.6706 1.0373 -0.2 0.1 0.3
C 2.3396 4.6974 0.8792 0.0 0.1 0.0
C 3.2474 4.6121 -0.1389 0.2 0.1 -0.1
C 3.2104 3.5072 -0.9966 0.0 0.1 0.1
C 2.2626 2.5551 -0.7413 -0.2 -0.1 -0.1
N 1.3674 2.6032 0.2653 0.0 -0.3 -0.3
H 0.5383 4.7418 2.5022 0.0 0.0 0.0
H -1.3407 4.9119 3.4965 0.0 0.0 0.0
H -3.4258 3.8554 4.2884 0.0 0.0 0.0
H -3.9055 1.4727 3.5898 0.0 0.0 0.0
H -2.2572 0.3325 2.1990 0.0 0.0 0.0
H 2.3319 5.5452 1.5531 0.0 0.0 0.0
H 3.9719 5.4032 -0.2857 0.0 0.0 0.0
H 3.8810 3.4098 -1.8388 0.0 0.0 0.0
H 2.1772 1.6947 -1.3929 0.0 0.0 0.0
O -0.2471 -1.5462 -1.9154 -0.1 0.2 0.2
C -0.4146 -2.9493 -1.7048 0.0 0.1 -0.1
C 0.7420 -3.4455 -0.8902 0.0 0.0 0.2
C 1.2719 -4.7078 -1.1084 0.0 -0.1 0.0
C 2.2701 -5.1730 -0.2695 0.0 -0.1 0.0
C 2.7267 -4.3489 0.7450 0.0 0.0 0.0
C 2.1683 -3.0892 0.8687 -0.2 0.0 -0.1
N 1.1865 -2.6378 0.0792 0.2 0.1 0.0
H -1.0522 -1.1725 -2.3074 0.1 0.0 0.0
H -0.4589 -3.4724 -2.6595 0.0 0.0 -0.1
H -1.3437 -3.1416 -1.1668 0.0 0.0 0.0
H 0.8942 -5.3150 -1.9217 0.0 0.0 0.0
H 2.6862 -6.1636 -0.4057 0.0 0.0 0.0
H 3.4980 -4.6664 1.4342 0.0 0.0 -0.1
H 2.4987 -2.4104 1.6444 0.0 0.0 0.0
C -1.9267 3.2950 -3.4838 0.0 0.0 0.0
C -0.8095 2.5407 -3.8296 -0.1 0.0 0.1
C -0.2922 1.6278 -2.9130 -0.1 0.2 -0.3
C -0.8494 1.4443 -1.6469 0.3 -0.5 0.2
C -1.9828 2.1994 -1.3418 -0.1 0.3 -0.1
C -2.5213 3.1186 -2.2375 0.1 -0.1 -0.1
H -2.3378 4.0093 -4.1868 0.0 0.0 0.0
H -0.3477 2.6629 -4.8028 0.0 0.0 0.0
H 0.5765 1.0437 -3.2241 0.0 0.0 0.0
H -2.4780 2.0876 -0.3777 0.0 0.0 0.0
H -3.4054 3.6857 -1.9694 0.0 0.0 0.0